[1]
ORCA calculation (ωB97M-V/def2-TZVPD) on a cluster of 2 separate species, C9H20BO3P in total.

Properties
SMILES: C[C@@H]1COC(=O)O1.CBP(CC)CC
total charge: 0
2S+1: 1
highest occupied orbital energy: -0.288 hartree
DFT total energy: -25764.517 eV
molecular weight: 218.042 g/mol
Kohn-Sham gap: 8.473 eV

XYZ file:
```
34
Properties=species:S:1:pos:R:3:forces:R:3:mulliken_charge:R:1
C 0.15454 -0.22163 0.23807 0.02 0.19 -0.41 -0.8649
B 1.09975 0.62454 -0.67397 0.20 -0.17 0.12 0.3210
P 2.35832 1.85005 0.01803 -0.19 0.55 0.05 -0.2863
C 2.20986 1.81362 1.86498 0.28 -0.32 0.11 -0.2805
C 3.50113 2.18830 2.60380 -0.04 0.03 -0.05 -1.3101
C 4.03435 1.18272 -0.38622 -0.10 -0.23 0.03 -0.5682
C 4.26192 -0.31942 -0.18912 -0.01 0.03 -0.05 -0.9712
H 0.72245 -0.69675 1.04177 -0.09 0.02 0.09 0.3332
H -0.37848 -0.98744 -0.32747 -0.09 -0.01 0.10 0.2111
H -0.59062 0.42882 0.70822 -0.02 -0.10 0.11 0.3425
H 1.02369 0.57172 -1.86765 0.15 -0.10 0.00 -0.1103
H 1.86586 0.83718 2.21113 -0.06 0.03 0.05 0.2784
H 1.43329 2.53469 2.11805 -0.09 -0.02 -0.09 0.3889
H 4.11739 2.88240 2.02908 -0.05 0.07 0.04 0.3304
H 3.27553 2.66831 3.55605 0.02 -0.06 0.04 0.3620
H 4.10736 1.30628 2.81303 0.04 0.01 -0.05 0.2690
H 4.24221 1.48275 -1.41355 -0.02 -0.04 -0.03 0.3792
H 4.72824 1.73745 0.24580 0.08 0.09 -0.13 0.3489
H 3.40897 -0.90609 -0.53277 0.01 0.01 -0.02 0.2218
H 4.42720 -0.55594 0.86314 -0.06 -0.03 0.00 0.2141
H 5.13565 -0.65885 -0.74929 0.06 0.01 0.08 0.3778
C -4.82179 -0.88214 -2.61229 0.03 0.01 -0.05 -1.3039
C -3.92145 -1.40834 -1.50991 -0.03 -0.04 -0.02 0.5848
C -4.57925 -2.34803 -0.51479 -0.01 0.02 -0.01 -0.5795
O -3.84614 -2.09648 0.68576 -0.04 0.04 0.03 -0.3262
C -3.34247 -0.83987 0.61457 0.08 0.03 -0.01 0.6149
O -2.83685 -0.25827 1.51753 -0.11 -0.03 0.03 -0.5232
O -3.49116 -0.34550 -0.63586 0.04 0.00 0.00 -0.3581
H -5.11183 0.14356 -2.38985 -0.06 -0.03 0.05 0.3404
H -4.32017 -0.88889 -3.57758 0.02 0.04 0.01 0.3109
H -5.72546 -1.48636 -2.70096 0.00 0.01 0.01 0.3538
H -3.01745 -1.86501 -1.91998 -0.01 -0.02 0.01 0.2454
H -4.49631 -3.39909 -0.77812 0.05 0.00 0.03 0.3094
H -5.62829 -2.08826 -0.34966 0.00 0.00 -0.02 0.3444
```
Positions in Å, forces in eV/Å.


[2]
ORCA calculation (ωB97M-V/def2-TZVPD) on a structure of composition H16NaO12S in a non-equilibrium geometry.

Properties
total charge: -1
2S+1: 1
highest occupied orbital energy: -0.164 hartree
DFT total energy: -40064.408 eV
molecular weight: 263.173 g/mol
Kohn-Sham gap: 5.990 eV

XYZ file:
```
30
Properties=species:S:1:pos:R:3:forces:R:3:mulliken_charge:R:1
Na -0.22166 -0.26741 0.18325 0.73 -1.77 8.33 0.8896
S -1.91911 0.10951 -1.67260 -12.40 1.98 -3.35 1.2422
O -2.04891 -1.25126 -2.14968 -0.87 -0.63 -2.05 -0.7882
O -2.15690 1.04937 -2.73842 -0.22 0.01 -1.29 -0.7774
O -2.78808 0.43883 -0.54170 -0.07 -1.02 1.00 -0.8020
O -0.61448 0.45303 -1.23220 -9.42 -4.41 3.99 -0.0494
O -1.03590 -1.73824 -0.31185 -0.76 -6.66 2.18 -0.5624
H -1.06639 -2.47902 0.29358 0.22 -0.06 0.54 0.2166
H -1.73459 -1.91435 -0.94196 -0.74 -0.32 -1.23 0.2551
O 2.03654 0.62195 1.75527 2.23 0.31 4.03 -0.7590
H 1.51373 0.70735 0.95802 0.07 0.71 0.19 0.4455
H 2.64780 -0.09001 1.56629 0.08 0.22 0.44 0.2852
O -0.46774 2.33732 -1.06948 1.57 12.93 1.25 -0.9714
H 0.33498 2.31273 -0.54864 -2.34 1.65 -0.32 0.2504
H -0.69297 1.41720 -1.20686 -0.24 5.27 -0.02 0.5703
O 1.28230 -1.35537 0.57748 2.43 -2.70 0.16 -0.3598
H 1.82042 -1.97654 1.06820 -0.02 -0.30 0.08 0.2648
H 1.86699 -1.01331 -0.09880 0.60 -1.31 -0.15 0.3031
O -0.53003 -1.10105 2.48279 0.13 -3.50 2.06 -0.5633
H -0.04949 -0.28120 2.36814 0.16 -0.80 0.21 0.3479
H 0.07503 -1.66922 2.95957 -0.08 -0.60 0.29 0.2454
O -0.58664 0.84108 1.67716 -0.79 5.59 0.98 -0.6389
H -0.13989 1.24489 2.42119 0.19 0.95 0.05 0.3367
H -1.51771 0.97315 1.85579 -0.70 -0.03 -0.38 0.2903
O 0.61740 -0.24470 -2.39069 11.69 -6.15 -8.89 -1.0236
H -0.17843 0.09737 -1.98341 2.81 -1.15 -4.76 0.5721
H 1.28358 -0.18126 -1.70628 -0.28 -0.82 -2.38 -0.0854
O 1.12989 0.98859 -0.26700 4.79 1.46 -0.46 -0.9035
H 1.56220 0.22834 -0.65607 0.56 1.08 -0.08 0.2759
H 1.57799 1.74216 -0.65117 0.65 0.07 -0.44 0.4932
```
Positions in Å, forces in eV/Å.


[3]
ORCA calculation (ωB97M-V/def2-TZVPD) on the ion C9H11N4OS with charge +1 in a non-equilibrium geometry.

Properties
total charge: +1
2S+1: 1
highest occupied orbital energy: -0.450 hartree
DFT total energy: -28344.204 eV
molecular weight: 223.281 g/mol
energy above the lowest of the compared OMol25 structures with the same formula, charge and spin: 69.4 kJ/mol
Kohn-Sham gap: 7.446 eV

XYZ file:
```
26
Properties=species:S:1:pos:R:3:forces:R:3:mulliken_charge:R:1
C 2.53859 1.44492 0.37934 2.31 2.97 1.45 -0.1129
C 2.47895 0.37113 1.21264 -1.33 -2.60 -2.09 -1.1822
C 1.72900 1.69528 -0.70352 -0.08 -1.81 -0.02 -1.1145
C 1.66583 -0.68976 0.73827 1.40 0.68 0.37 -0.1362
C 0.88903 0.62871 -1.10459 0.64 2.32 -1.91 0.2580
C 0.94733 -0.55550 -0.45201 -0.92 1.27 1.67 0.2595
C -0.95178 1.22700 1.68935 4.05 -1.06 1.40 -0.3127
C -1.12942 -1.57955 -1.49602 -0.02 0.48 1.73 0.6538
C -1.93975 1.68064 0.75197 -1.43 0.68 -0.32 -0.3539
N -0.87759 -0.06674 1.86914 -0.37 0.75 -0.18 -0.2080
N -1.66923 -2.76036 -1.90569 -1.55 0.56 0.30 -0.4422
N 0.02561 -1.55238 -0.76217 1.37 -4.13 -0.08 -0.0655
N -1.74171 -0.77736 1.09918 -1.54 0.63 0.36 -0.1702
O -1.80304 -0.48277 -1.56262 0.71 -1.07 -1.83 -0.5664
S -2.63488 0.14457 0.15500 0.61 -0.75 0.49 0.3914
H 3.38451 2.14706 0.68572 -1.49 -0.42 -0.81 0.2819
H 3.20455 0.23721 1.97669 0.14 -0.13 0.73 0.4916
H 1.94221 2.58688 -1.24768 -0.46 0.37 -0.58 0.4838
H 1.75366 -1.64127 1.22107 -0.40 -0.47 0.37 0.3855
H 0.33074 0.65111 -2.05692 0.21 0.36 0.73 0.3913
H -0.00737 1.66926 2.19771 -2.21 0.27 -1.06 0.4295
H -2.84474 1.86987 1.35234 -0.32 0.27 0.37 0.3643
H -1.91889 2.55346 0.06818 0.60 -0.68 0.38 0.4383
H -1.17663 -3.62948 -1.65022 -0.74 0.69 -0.40 0.2126
H -2.75551 -2.74367 -2.04878 3.11 -0.25 0.30 0.3199
H 0.56052 -2.42826 -0.40635 -2.29 1.08 -1.36 0.3033
```
Positions in Å, forces in eV/Å.


[4]
ORCA calculation (ωB97M-V/def2-TZVPD) on a cluster of 5 separate species, C10H20Cl10 in total in a non-equilibrium geometry.

Properties
SMILES: ClCCCl.ClCCCl.ClCCCl.ClCCCl.ClCCCl
total charge: 0
2S+1: 1
highest occupied orbital energy: -0.393 hartree
DFT total energy: -135918.968 eV
molecular weight: 494.800 g/mol
energy above the lowest of the compared OMol25 structures with the same formula, charge and spin: 89.9 kJ/mol
Kohn-Sham gap: 10.826 eV

XYZ file:
```
40
Properties=species:S:1:pos:R:3:forces:R:3:mulliken_charge:R:1
Cl -6.74466 -0.71528 3.02253 -0.33 0.04 0.27 -0.1936
C -5.05415 -1.24679 2.93531 -0.13 0.45 -0.50 -0.4409
C -4.70622 -1.63461 1.49295 1.12 0.53 0.81 -0.0932
Cl -5.40143 -3.16763 1.00572 -0.05 -0.48 -0.04 -0.1772
H -4.88365 -2.02035 3.68405 -0.21 -0.38 -0.49 0.3362
H -4.43926 -0.41948 3.28967 -0.01 0.20 -0.40 0.2762
H -3.61640 -1.65488 1.49442 0.11 -0.68 -0.21 -0.0319
H -4.93218 -0.92816 0.69423 -0.52 0.31 0.57 0.3277
Cl 3.67990 -4.00138 -1.09988 -0.30 0.02 0.33 -0.1877
C 2.53371 -3.42055 -2.33289 -0.70 -0.67 -0.84 -0.5309
C 1.05951 -3.89465 -2.08341 1.47 1.10 0.04 -0.2157
Cl -0.02302 -3.19729 -3.37421 0.57 -0.48 0.55 -0.2098
H 2.85671 -3.94263 -3.23356 0.02 0.40 -0.15 0.3870
H 2.67202 -2.34577 -2.45044 -0.28 -0.15 0.16 0.3057
H 0.71794 -3.48460 -1.13299 -0.17 -0.40 -0.06 0.0694
H 1.09283 -4.98341 -2.12331 -0.58 0.19 0.04 0.3802
Cl 0.20092 6.19351 -3.20217 -0.15 0.30 -0.28 -0.1839
C -1.03977 4.97268 -2.80522 0.46 0.10 0.28 -0.4054
C -0.31455 3.64332 -2.58712 -0.98 0.10 0.40 -0.3095
Cl 0.34418 3.07970 -4.11239 0.33 -0.34 -0.58 -0.1622
H -1.78662 4.88565 -3.59435 0.36 0.03 -0.23 0.3221
H -1.56265 5.40456 -1.95189 0.18 -0.56 0.30 0.3074
H -1.04246 2.89185 -2.28128 0.00 0.01 0.14 0.1636
H 0.50435 3.66593 -1.86809 -0.19 0.35 -0.01 0.2665
Cl 2.81412 2.36163 1.32404 0.34 -0.05 0.54 -0.1279
C 3.21030 1.82687 2.99458 -0.90 -0.37 0.94 -0.5823
C 3.76652 0.41452 3.15550 -0.39 0.63 -0.60 -0.3221
Cl 5.18578 0.38318 2.16491 1.70 -0.53 -0.68 -0.1684
H 2.27167 1.87195 3.54689 -0.04 0.19 -0.02 0.2759
H 3.91022 2.51915 3.46252 -0.05 0.13 -0.41 0.4033
H 3.13888 -0.38692 2.76581 -0.28 0.27 0.40 0.1993
H 4.06947 0.25781 4.19076 -0.26 -0.03 -0.03 0.3368
Cl -0.96533 -1.89977 0.56010 -0.52 -1.41 2.02 -0.2389
C -0.41212 -0.63903 -0.46354 -0.11 0.12 -1.36 -0.0648
C 0.73279 0.16598 0.05176 0.15 -0.14 0.93 -0.2831
Cl 2.20407 -0.82988 0.27619 -0.14 -0.04 -0.38 -0.1836
H -1.28723 0.00109 -0.57551 0.23 0.15 -0.58 0.2815
H -0.18462 -1.26440 -1.32683 0.11 1.11 -0.69 -0.0297
H 0.46600 0.50434 1.05298 0.12 0.24 -0.07 0.3556
H 0.96447 1.03373 -0.56586 0.02 -0.26 -0.10 0.1483
```
Positions in Å, forces in eV/Å.


[5]
ORCA calculation (ωB97M-V/def2-TZVPD) on a cluster of 2 separate species, C4H14N2O in total in a non-equilibrium geometry.

Properties
SMILES: CN(C)CCN.O
total charge: 0
2S+1: 1
highest occupied orbital energy: -0.309 hartree
DFT total energy: -9401.263 eV
molecular weight: 106.169 g/mol
energy above the lowest of the compared OMol25 structures with the same formula, charge and spin: 226.1 kJ/mol
Kohn-Sham gap: 9.321 eV

XYZ file:
```
21
Properties=species:S:1:pos:R:3:forces:R:3:mulliken_charge:R:1
N 2.63865 1.27015 0.18764 -1.88 0.68 0.16 -0.6482
C 1.19148 0.99486 0.59677 1.61 0.11 -0.11 -0.6846
C 0.22207 1.03490 -0.55952 -0.13 0.72 -0.98 -0.5611
N -0.92513 0.13928 -0.39423 -0.87 2.38 0.32 -0.0427
C -1.56337 -0.09603 -1.70148 -0.48 -1.93 1.11 -1.0300
C -1.87199 0.71388 0.63269 1.31 -1.26 -0.87 -1.0447
H 3.13316 0.77389 0.91975 0.72 0.78 -0.14 0.2450
H 2.77986 2.31050 0.18924 0.26 -1.61 0.37 0.2435
H 0.89263 1.68271 1.38198 -0.18 0.39 0.06 0.3207
H 1.21835 0.04197 1.11383 -0.26 -0.50 -0.39 0.4516
H 0.67228 0.84170 -1.55150 0.35 -0.55 0.75 0.4584
H -0.04937 2.11535 -0.71205 -0.41 -0.47 0.26 0.2494
H -1.51984 0.63255 -2.52674 0.16 0.19 0.61 0.3133
H -1.04118 -1.02857 -1.94078 -0.36 0.15 -1.15 0.3531
H -2.62057 -0.38371 -1.48997 0.64 0.30 -0.43 0.3464
H -1.20974 1.03143 1.42363 -0.27 -0.09 0.68 0.3480
H -2.53454 -0.10489 0.93512 0.05 0.39 0.20 0.3392
H -2.43697 1.58161 0.32145 -0.26 0.33 -0.47 0.3407
H 0.29073 -4.76747 1.11066 -0.28 0.47 0.00 0.3150
H 1.74885 -4.68853 1.01307 0.22 0.49 -0.03 0.3133
O 0.98462 -4.09557 1.05043 0.08 -0.96 0.03 -0.6262
```
Positions in Å, forces in eV/Å.